{
  "formula": "C61H46BrN6O3TeTl",
  "method": "ωB97M-V/def2-TZVPD",
  "elements": ["Tl", "C", "C", "C", "C", "C", "C", "C", "C", "C", "C", "C", "N", "C", "C", "C", "C", "C", "C", "C", "C", "C", "C", "C", "C", "C", "N", "C", "C", "C", "C", "C", "C", "C", "C", "C", "C", "C", "C", "N", "C", "C", "N", "C", "C", "C", "C", "C", "C", "H", "H", "H", "H", "H", "H", "H", "H", "H", "H", "H", "H", "H", "H", "H", "H", "H", "H", "H", "H", "H", "H", "H", "H", "H", "H", "H", "H", "Te", "Br", "C", "C", "C", "C", "C", "C", "C", "O", "O", "H", "H", "H", "H", "C", "C", "N", "C", "C", "C", "O", "C", "C", "C", "C", "N", "C", "H", "H", "H", "H", "H", "H", "H", "H", "H", "H", "H", "H", "H", "H"],
  "coordinates": [[1.3500, -0.1272, -0.5957], [3.2054, 6.3389, -5.0953], [1.9076, 5.8019, -4.9913], [1.7335, 4.6487, -4.2354], [2.8011, 4.0967, -3.4615], [4.0064, 4.8072, -3.3800], [4.2350, 5.8147, -4.3213], [2.6914, 2.6761, -2.9099], [3.4523, 2.3269, -1.7009], [4.8083, 1.7863, -1.6528], [5.1645, 1.8332, -0.3086], [4.0695, 2.4446, 0.4033], [3.0411, 2.6621, -0.4284], [4.1344, -2.2853, 1.2822], [2.8365, -2.8550, 1.4869], [2.2061, -3.4935, 2.7719], [0.9363, -3.9089, 2.2384], [0.8095, -3.3962, 0.9162], [-0.3420, -3.7828, 0.0764], [-1.0225, -5.0723, 0.5150], [-0.8532, -6.2170, -0.2932], [-1.5405, -7.3756, 0.0407], [-2.2903, -7.5266, 1.2379], [-2.5723, -6.3596, 1.9415], [-1.9102, -5.1864, 1.6044], [-0.6439, -3.2965, -1.2527], [0.1947, -2.3781, -1.9475], [-0.3466, -2.2122, -3.2154], [0.1874, -1.4320, -4.3362], [-0.2889, -1.9797, -5.6347], [-1.4517, -1.4387, -6.2124], [-2.1795, -2.1453, -7.1646], [-1.7742, -3.4164, -7.5478], [-0.5586, -3.9653, -7.0091], [0.1364, -3.2667, -6.0647], [0.9376, -0.2408, -4.2947], [1.1754, 0.5681, -5.5489], [1.8106, 1.7253, -5.1559], [2.0350, 1.6858, -3.7088], [1.5517, 0.4520, -3.2128], [-1.6170, -2.9307, -3.3058], [-1.7590, -3.6054, -2.1137], [1.8912, -2.5959, 0.5848], [4.9139, -1.6809, 2.3766], [5.1596, -2.2797, 3.5964], [5.9822, -1.6989, 4.5374], [6.7262, -0.5426, 4.2839], [6.5295, 0.0281, 3.0208], [5.6374, -0.4998, 2.0935], [3.5077, 7.1561, -5.7449], [1.0472, 6.2161, -5.4843], [0.7627, 4.1523, -4.1805], [4.7521, 4.5613, -2.6473], [5.2198, 6.2046, -4.3652], [5.5227, 1.5554, -2.4592], [6.1885, 1.7500, 0.0724], [2.8503, -4.2672, 3.2650], [0.2239, -4.5906, 2.7218], [-0.2411, -6.1172, -1.1832], [-1.3868, -8.2256, -0.5876], [-2.5460, -8.4931, 1.5703], [-3.3211, -6.3602, 2.6518], [-1.9727, -4.3200, 2.2703], [-1.8659, -0.5282, -5.8154], [-2.9959, -1.6201, -7.6302], [-2.3749, -3.9970, -8.2594], [-0.2600, -4.9090, -7.3810], [1.0028, -3.7749, -5.5785], [0.9712, 0.1345, -6.5112], [2.1383, 2.5578, -5.8109], [-2.2385, -2.9008, -4.1802], [-2.5432, -4.3121, -1.9352], [4.5123, -3.1045, 3.8590], [6.1015, -2.1769, 5.4935], [7.4737, -0.1960, 5.0422], [7.1137, 0.8627, 2.7071], [5.4180, -0.0292, 1.1395], [1.8174, -2.0849, 4.4976], [-1.2115, 4.0918, 4.8866], [0.3445, 3.6751, 3.9756], [0.2903, 3.6443, 2.5724], [1.4906, 3.3655, 1.8599], [2.7109, 3.1531, 2.4968], [2.7115, 3.3563, 3.9153], [1.5563, 3.4640, 4.7104], [3.9622, 2.6150, 1.8487], [4.9687, 2.5287, 2.5863], [4.6274, -2.2258, 0.1505], [-0.6605, 3.9007, 2.0741], [1.4704, 3.2402, 0.7533], [3.7079, 3.3254, 4.3976], [1.7313, 3.5877, 5.8057], [-5.3133, 2.1362, 6.1818], [-5.8936, 0.9958, 5.3235], [-5.9284, 1.3948, 3.9077], [-7.0918, 0.9030, 3.1482], [-8.3450, 1.7662, 3.3537], [-4.7076, 1.5659, 3.2678], [-3.6861, 1.6373, 3.9664], [-4.5519, 1.5786, 1.7420], [-5.2654, 2.4242, 0.8135], [-4.7038, 2.6313, -0.4186], [-3.4689, 1.9856, -0.6944], [-2.7362, 1.3269, 0.1789], [-3.2891, 1.0903, 1.3673], [-5.7212, 2.0046, 7.1717], [-5.5713, 3.1398, 5.7738], [-4.2249, 1.9987, 6.3383], [-6.9190, 0.7711, 5.6787], [-5.2633, 0.0961, 5.4185], [-7.3269, -0.1065, 3.4095], [-6.8317, 0.9102, 2.0781], [-8.6491, 1.6984, 4.4266], [-9.1179, 1.3124, 2.6979], [-8.1563, 2.7791, 3.0900], [-6.1903, 2.8633, 1.1871], [-4.9991, 3.3057, -1.2018], [-3.0554, 2.0272, -1.6499], [-2.6776, 0.3938, 1.9667]],
  "forces_ev_per_angstrom": [[0.1, 0.1, -0.5], [0.0, -0.2, -0.1], [1.0, -0.3, 0.3], [0.6, -0.3, 0.7], [-0.6, -1.4, -0.3], [-0.7, 0.2, -0.9], [-1.0, -0.4, 1.1], [-1.0, -0.5, -1.9], [0.9, -0.2, 1.6], [-0.9, 0.7, 0.3], [0.3, 1.3, 0.4], [0.7, -1.7, 0.2], [-0.2, 0.2, -2.4], [2.0, 1.1, -1.5], [-3.7, 0.6, 1.3], [2.0, -0.5, -1.3], [-0.4, 0.0, -1.7], [-1.6, -0.9, 2.2], [0.1, 0.5, -2.3], [-0.7, 0.0, -0.4], [-0.9, 0.9, 0.5], [0.5, -0.4, 1.1], [1.0, 1.9, -1.8], [1.6, -0.4, -1.6], [0.7, 1.0, 0.0], [1.7, 0.5, 1.7], [-1.0, 0.3, -1.6], [1.2, 0.4, 2.1], [0.4, 0.3, 1.2], [-1.2, -0.5, 0.2], [0.7, -0.8, 0.0], [0.7, 0.0, -0.2], [0.9, -0.4, 0.1], [-2.5, 1.3, -1.0], [0.9, 0.4, 0.9], [1.5, 1.6, 0.9], [1.0, 0.4, 2.0], [-0.8, -0.3, -1.3], [0.2, 0.2, 1.6], [-1.0, -0.8, -1.6], [0.9, -0.7, 1.5], [-0.4, 0.0, -1.5], [1.7, -1.7, 0.3], [1.7, 1.0, 0.3], [-1.3, -0.1, 0.2], [0.9, 0.2, 0.5], [-0.1, -0.7, -0.4], [0.2, -0.2, 0.1], [-0.6, -0.8, 0.2], [-0.6, 0.0, -0.1], [0.0, 0.3, -0.3], [0.3, 0.2, -0.1], [0.3, -0.5, 0.0], [0.7, 0.6, -0.2], [-0.8, 0.0, 0.3], [-0.5, -0.3, 0.0], [-0.8, 0.6, -0.5], [0.6, 0.5, -0.2], [-0.1, -0.2, 0.0], [0.1, -0.6, -0.2], [-0.8, -0.9, 0.2], [-1.1, 0.0, 1.9], [-0.5, -0.1, -0.4], [0.2, 0.4, 0.0], [-0.5, -0.3, -0.1], [0.4, 0.3, 0.2], [0.4, -0.9, 0.0], [-0.7, 0.8, -0.3], [-0.1, 0.4, -0.3], [-0.2, -0.8, 0.5], [-0.3, -0.3, 0.0], [-0.3, -0.1, 0.4], [0.5, -0.3, 0.3], [-0.1, -0.2, 0.3], [-0.9, -0.1, -0.9], [0.1, 0.7, 0.0], [0.4, 0.1, 0.2], [-0.4, 0.0, -0.3], [-1.0, 0.2, 0.7], [1.6, -0.4, -0.3], [1.1, 0.2, 0.7], [-1.0, -0.4, -0.8], [-1.3, 0.0, 1.5], [0.6, -0.9, 0.0], [0.6, 1.1, -1.6], [1.8, 1.6, 0.4], [-1.1, -0.3, -0.8], [-0.8, -0.3, 0.9], [0.7, -0.4, 0.2], [-0.1, 0.2, 1.0], [-0.8, -0.2, -0.2], [-0.8, -0.2, -1.1], [0.5, -0.5, 0.3], [0.5, 0.9, -0.1], [-0.6, -0.7, -1.2], [0.4, 1.4, -0.5], [-0.1, -1.8, 0.6], [0.7, -0.7, 1.4], [-1.3, 0.0, -1.3], [0.5, 1.3, 0.1], [0.6, -1.0, 1.9], [1.4, -0.8, -0.4], [-0.9, 0.6, 1.4], [-0.6, -0.7, -0.2], [0.1, -0.5, -0.1], [-0.4, 0.3, 0.5], [0.3, -0.8, 0.3], [-0.6, 0.5, -0.6], [0.5, 0.1, -0.5], [-0.3, 0.2, 0.1], [0.0, -0.9, 0.3], [-0.1, -0.1, 0.5], [0.0, 0.2, -0.9], [0.1, 0.5, 0.5], [0.0, 0.9, -0.2], [0.2, 0.2, -0.4], [-0.8, 0.1, 0.0], [0.7, 0.5, -1.6], [-0.6, 0.8, 0.3]],
  "mulliken_charge": [0.84, -0.39, -0.65, -0.39, 0.11, -0.28, -0.66, 0.71, 0.17, -1.14, -0.67, 0.15, -0.29, -0.02, 0.59, -1.44, -0.84, 0.49, 0.86, -0.25, -0.20, -0.70, -0.57, -0.70, -0.15, 0.24, -0.28, 0.06, 1.33, -0.99, -0.21, -0.65, -0.38, -0.72, -0.13, 0.24, -0.88, -0.91, -0.33, -0.17, -1.07, -1.02, -0.16, 0.79, -0.35, -0.67, -0.80, -0.08, -0.50, 0.34, 0.39, 0.43, 0.47, 0.39, 0.39, 0.42, 0.47, 0.43, 0.50, 0.37, 0.44, 0.48, 0.45, 0.37, 0.35, 0.35, 0.45, 0.37, 0.54, 0.43, 0.47, 0.53, 0.32, 0.38, 0.30, 0.33, 0.55, -0.28, -0.24, 0.58, -0.99, 0.27, -0.06, -0.43, -0.77, 0.90, -0.77, -0.62, 0.37, 0.73, 0.33, 0.32, -1.09, -0.50, 0.33, -0.75, -1.14, 0.51, -0.55, 0.04, 0.11, -0.94, -0.24, -0.22, -0.73, 0.43, 0.25, 0.22, 0.40, 0.32, 0.36, 0.43, 0.31, 0.37, 0.31, 0.43, 0.36, 0.47, 0.52],
  "homo_ev": [-1.4, -1.4],
  "lumo_ev": [3.238, 3.234],
  "total_charge": -2
}

{
  "formula": "C3H6N4O",
  "method": "ωB97M-V/def2-TZVPD",
  "elements": ["C", "C", "C", "H", "H", "H", "H", "H", "H", "N", "N", "N", "N", "O"],
  "coordinates": [[1.4667, -0.5717, -0.1258], [0.7432, 0.9390, -0.1947], [-1.8256, 0.4413, -0.0213], [1.0555, -2.6232, 0.3287], [-0.3544, -1.5791, 0.1319], [2.6042, 1.4211, -0.0910], [-0.6113, 2.2765, 0.3718], [-2.9666, 0.8103, 0.3139], [-2.7402, -1.1605, -0.4268], [0.6369, -1.6097, 0.5800], [1.6867, 1.9380, -0.0460], [-0.6444, 1.1480, 0.2127], [-1.6883, -0.7806, -0.6409], [2.6376, -0.6496, -0.3926]],
  "forces_ev_per_angstrom": [[-2.2, -0.7, 1.6], [3.8, 0.6, 2.3], [0.0, -3.2, -1.8], [-0.9, 3.1, 0.9], [1.8, 0.2, 0.9], [-1.1, 0.6, -0.3], [-1.0, -3.6, -0.2], [3.8, -0.4, -0.6], [3.2, 0.5, -1.3], [1.6, -0.7, -3.6], [-4.1, -4.2, -0.7], [1.2, 4.7, -0.4], [-5.1, 3.2, 3.2], [-1.1, -0.1, 0.1]],
  "nbo_charge": [0.66, 0.32, 0.28, 0.38, 0.42, 0.38, 0.44, 0.22, 0.35, -0.88, -0.62, -0.65, -0.74, -0.57],
  "smiles": "[H]/N=C/N/C(=N/[H])C(N)=O",
  "homo_ev": -9.7,
  "lumo_ev": -0.217,
  "total_charge": 0
}

{
  "formula": "C19H31GeN3O6PtS3Se",
  "method": "ωB97M-V/def2-TZVPD",
  "elements": ["Pt", "C", "C", "C", "C", "O", "Ge", "O", "C", "C", "C", "C", "O", "C", "C", "C", "C", "H", "H", "H", "H", "H", "H", "H", "H", "H", "H", "H", "H", "H", "H", "H", "H", "H", "H", "H", "H", "H", "H", "H", "H", "H", "H", "H", "O", "S", "O", "O", "S", "Se", "N", "C", "C", "C", "C", "C", "C", "N", "H", "H", "H", "H", "S", "C", "N"],
  "coordinates": [[-0.3832, 0.4960, -1.2940], [2.5906, -0.7182, 3.4911], [1.1354, -1.0704, 3.2250], [0.2749, -0.7505, 4.4432], [0.9870, -2.5376, 2.8530], [0.7177, -0.2894, 2.0716], [-0.3970, 1.1037, 2.1438], [-2.0250, -0.2390, 0.9625], [-3.5431, -0.3082, 1.1421], [-4.1550, 0.3365, -0.0817], [-3.7811, 0.5151, 2.3883], [-3.9138, -1.7617, 1.3279], [0.1602, 1.6434, 0.3342], [1.0384, 2.8540, 0.2763], [2.2410, 2.5583, -0.6000], [0.2099, 4.0298, -0.2117], [1.5356, 3.1393, 1.6930], [2.9553, -1.2392, 4.3771], [3.2185, -1.0029, 2.6455], [2.6992, 0.3548, 3.6593], [0.5473, -1.3972, 5.2769], [0.4103, 0.2828, 4.7735], [-0.7849, -0.9198, 4.2279], [1.2987, -3.1725, 3.6828], [-0.0523, -2.7726, 2.6186], [1.6019, -2.7831, 1.9869], [-3.7570, 1.3421, -0.2244], [-4.0051, -0.2526, -0.9835], [-5.2314, 0.4220, 0.0753], [-3.4563, 1.5469, 2.2563], [-4.8536, 0.5283, 2.5843], [-3.2847, 0.0834, 3.2581], [-3.7442, -2.3491, 0.4249], [-3.3679, -2.1984, 2.1651], [-4.9790, -1.8204, 1.5546], [1.9472, 2.3051, -1.6137], [2.8734, 3.4456, -0.6490], [2.8336, 1.7491, -0.1712], [-0.1453, 3.8824, -1.2270], [-0.6454, 4.1866, 0.4488], [0.8235, 4.9313, -0.1852], [2.0941, 2.2937, 2.1050], [2.2228, 3.9845, 1.6534], [0.7270, 3.4303, 2.3678], [-1.5733, -0.5413, -2.6351], [-1.8524, -1.8681, -1.9790], [-0.8132, -2.8277, -2.1620], [-3.2214, -2.2382, -1.9920], [-1.1173, -1.2852, 0.0623], [2.5723, -1.2069, -0.6633], [1.4528, -0.5410, -1.9034], [1.7323, -1.0912, -3.0769], [1.0677, -0.8510, -4.3144], [1.5270, -1.4924, -5.4140], [2.6418, -2.3998, -5.3752], [3.2996, -2.6572, -4.2257], [2.8602, -2.0032, -3.0287], [3.4225, -2.1763, -1.8516], [0.2328, -0.1713, -4.3692], [1.0418, -1.3141, -6.3647], [2.9509, -2.8777, -6.2946], [4.1411, -3.3329, -4.1704], [-0.4345, 2.6948, -5.2334], [-0.3413, 2.2886, -3.7088], [-0.2279, 2.0302, -2.5524]],
  "forces_ev_per_angstrom": [[-0.2, 0.0, 0.0], [0.0, 0.0, 0.0], [-0.1, 0.0, 0.0], [0.0, 0.0, 0.0], [0.0, 0.0, 0.0], [0.1, 0.0, 0.0], [0.0, 0.1, -0.1], [-0.1, 0.0, 0.0], [0.3, -0.2, -0.1], [-0.1, 0.0, 0.0], [-0.1, 0.0, 0.1], [-0.1, 0.0, 0.0], [0.3, 0.0, 0.0], [0.0, 0.1, 0.0], [-0.1, 0.0, 0.0], [0.0, 0.0, 0.0], [0.0, 0.0, 0.0], [0.0, 0.0, 0.0], [0.0, 0.0, 0.0], [0.0, 0.0, 0.0], [0.0, 0.0, 0.0], [0.0, 0.0, 0.0], [0.0, 0.0, 0.0], [0.0, 0.0, 0.0], [0.0, 0.0, 0.0], [0.0, 0.0, 0.0], [0.0, 0.0, 0.0], [0.0, 0.0, 0.0], [0.0, 0.0, 0.0], [0.0, 0.0, 0.0], [0.0, 0.0, 0.0], [0.0, 0.0, 0.0], [0.0, 0.0, 0.0], [0.0, 0.0, 0.0], [0.0, 0.0, 0.0], [0.0, 0.0, -0.1], [0.0, 0.0, 0.0], [0.0, 0.0, 0.0], [0.0, 0.0, 0.0], [0.0, 0.0, 0.0], [0.0, 0.0, 0.0], [0.0, 0.0, 0.0], [0.0, 0.0, 0.0], [0.0, 0.0, 0.0], [0.0, 0.0, 0.0], [0.0, 0.0, 0.5], [0.0, -0.1, 0.0], [0.0, 0.0, -0.1], [0.0, 0.4, -0.4], [0.0, 0.0, 0.1], [-0.1, -0.2, 0.0], [0.1, 0.1, 0.0], [0.0, 0.0, 0.0], [0.0, 0.0, 0.0], [0.0, 0.0, 0.0], [0.0, 0.0, 0.0], [0.0, 0.0, 0.0], [0.0, 0.0, 0.0], [0.0, 0.0, 0.0], [0.0, 0.0, 0.0], [0.0, 0.0, 0.0], [0.0, 0.0, 0.0], [0.0, 0.0, 0.1], [0.1, -0.1, -0.1], [-0.1, 0.0, 0.1]],
  "nbo_charge": [1.34, -0.62, 0.27, -0.65, -0.62, -1.03, 1.42, -0.78, 0.32, -0.66, -0.64, -0.67, -0.94, 0.30, -0.65, -0.65, -0.67, 0.23, 0.21, 0.21, 0.24, 0.22, 0.21, 0.23, 0.21, 0.21, 0.23, 0.24, 0.24, 0.23, 0.25, 0.22, 0.24, 0.22, 0.25, 0.24, 0.24, 0.21, 0.25, 0.21, 0.23, 0.22, 0.26, 0.22, -0.91, 2.29, -0.88, -0.86, 0.45, 1.02, -0.75, 0.25, -0.27, -0.12, -0.19, -0.19, 0.08, -0.56, 0.25, 0.24, 0.24, 0.24, -0.01, 0.18, -0.76],
  "homo_ev": [-11.3, -11.2],
  "lumo_ev": [-4.474, -5.199],
  "total_charge": 1,
  "spin_multiplicity": 2,
  "s2": 0.7546
}

| no. | calculated total energy (a.u.) |
| --- | --- |
| 1 | -5920.7495 |
| 2 | -412.0758 |
| 3 | -7150.2581 |